The following is a quantum chemistry calculation of the molecule C4H5NO at a distorted geometry, from OMol25.

Positions of all 11 atoms, in Å:
C -1.67311 -0.75326 0.77626
C -1.90591 -0.11439 -0.31280
C 0.65214 0.02198 0.46614
C 1.55720 0.39971 -0.65310
N -0.49685 -0.51084 0.00764
O 0.83367 -0.03447 1.66030
H -1.83059 -1.02496 1.83326
H -2.52252 0.50953 -0.82192
H 1.05881 1.12560 -1.35102
H 1.80707 -0.45079 -1.28569
H 2.52009 0.83189 -0.31907

Atoms 1-6, force components in eV/Å:
C -0.2 0.4 1.6
C 1.3 -1.5 2.3
C -0.6 0.2 0.2
C 1.2 1.3 -0.8
N -1.2 -1.5 -2.2
O 1.3 0.4 0.7

The calculation puts the HOMO-LUMO gap at 9.146 eV. As for the structure (SMILES): CC(=O)N1C=C1. The value obtained for the relative energy (zero: lowest compared OMol25 entry of this formula, charge and spin) is 94.8 kcal per mole.

Results of the natural (NBO) charge analysis, in e, for atoms 1 through 6: C -0.0029; C -0.0347; C 0.6417; C -0.7047; N -0.4889; O -0.5943

=====

The following is a quantum chemistry calculation of the molecule C4H5NO at a distorted geometry, from OMol25.

Positions of all 11 atoms, in Å:
C -1.32830 -0.81641 -0.30640
C -0.20172 0.47811 1.08432
C 0.76256 1.36429 0.79363
O 1.72031 0.84427 -0.10286
C 1.26078 -0.32060 -0.46096
N 0.09496 -0.57750 0.16780
H -1.86272 -1.34993 0.48187
H -1.31013 -1.33294 -1.25399
H -1.86206 0.14677 -0.42547
H 0.88111 2.39633 1.05938
H 1.92707 -0.90696 -1.09500

Atoms 1-6, force components in eV/Å:
C 0.3 -0.8 -0.5
C 0.5 1.0 0.5
C 0.2 0.2 0.6
O 0.0 -0.3 0.0
C -0.8 0.1 0.0
N -0.8 1.0 -0.2

The calculation puts the HOMO-LUMO gap at 8.466 eV. The value obtained for the relative energy (zero: lowest compared OMol25 entry of this formula, charge and spin) is 95.0 kcal per mole.

Results of the natural (NBO) charge analysis, in e, for atoms 1 through 6: C -0.3804; C -0.1923; C -0.1021; O -0.3794; C 0.3853; N -0.4013

=====

The following is a quantum chemistry calculation of a structure of composition C4H5NO at a distorted geometry, from OMol25.

Positions of all 11 atoms, in Å:
N 1.99813 -0.15360 0.26643
C 0.64145 -0.09415 0.06211
C -0.28862 0.91799 0.12413
C -1.53718 0.30712 -0.20090
C -1.25891 -1.04985 -0.60254
O 0.07870 -1.27260 -0.18664
H 2.43693 -0.94511 -0.19387
H 2.47797 0.71294 0.06902
H -0.09640 1.96940 0.27718
H -2.52608 0.78629 -0.19427
H -1.92599 -1.17843 0.57934

Atoms 1-6, force components in eV/Å:
N 0.0 0.4 -0.3
C 0.1 -0.4 0.2
C -0.4 0.4 -0.3
C 1.8 -0.2 -0.8
C -2.9 0.3 4.3
O 0.1 0.7 -0.8

The calculation puts the HOMO-LUMO gap at 9.329 eV. The value obtained for the relative energy (zero: lowest compared OMol25 entry of this formula, charge and spin) is 74.1 kcal per mole.

Results of the natural (NBO) charge analysis, in e, for atoms 1 through 6: N -0.7975; C 0.5368; C -0.4521; C -0.2024; C -0.0965; O -0.4546

=====

The following is a quantum chemistry calculation of the molecule C4H5NO, from OMol25.

Positions of all 11 atoms, in Å:
N 1.95443 -0.00245 0.21519
C 0.94677 0.76306 0.02801
C -0.26737 1.19838 -0.27170
C -1.24725 0.28398 0.19655
C -1.16417 -1.09529 -0.15759
O -0.19140 -1.70416 -0.62174
H 1.98513 -0.94770 -0.17324
H 2.69516 0.29837 0.83927
H -0.45319 2.18818 -0.69431
H -2.11876 0.63914 0.73528
H -2.14352 -1.61700 -0.06534

Atoms 1-6, force components in eV/Å:
N -0.2 0.2 -0.1
C 0.2 0.1 0.0
C 0.4 0.0 0.1
C -0.2 -0.2 0.0
C 0.0 0.1 0.1
O 0.0 0.2 0.1

The calculation puts the HOMO-LUMO gap (spin up / spin down) at 7.782 / 7.781 eV. The value obtained for the relative energy (zero: lowest compared OMol25 entry of this formula, charge and spin) is 77.2 kcal per mole.

Results of the natural (NBO) charge analysis, in e, for atoms 1 through 6: N -0.7010; C 0.3476; C -0.2499; C -0.4420; C 0.3388; O -0.6774

=====

The following is a quantum chemistry calculation of a cluster of 2 separate species, C4H5NO in total at a distorted geometry, from OMol25.

Positions of all 11 atoms, in Å:
C 0.80901 0.81690 -0.09647
C 1.62593 -0.38551 -0.24032
C 0.56358 2.15793 0.07220
C -1.64679 -1.49030 0.13481
N 0.29484 -0.47410 -0.23599
O 2.62218 -1.00634 -0.21436
H -0.29513 2.45792 0.55960
H 1.36011 2.82100 -0.25611
H -1.18127 -2.26673 -0.52580
H -1.67543 -1.75299 1.18111
H -2.47703 -0.87779 -0.37866

Atoms 1-6, force components in eV/Å:
C -0.8 2.1 -0.2
C 0.0 -0.1 0.2
C 2.5 -3.3 -1.2
C 1.9 0.4 -2.6
N -3.9 0.1 0.9
O 1.4 -0.5 -0.2

The calculation puts the HOMO-LUMO gap (spin up / spin down) at 6.934 / 6.935 eV. The value obtained for the relative energy (zero: lowest compared OMol25 entry of this formula, charge and spin) is 131.2 kcal per mole.

Results of the natural (NBO) charge analysis, in e, for atoms 1 through 6: C 0.1390; C 0.6419; C -0.5728; C -0.3204; N -0.4376; O -0.5352

=====

The following is a quantum chemistry calculation of the molecule C4H5NO, from OMol25.

Positions of all 11 atoms, in Å:
C -0.68387 0.18541 -1.16018
N -0.73935 -0.83951 -0.13382
C -0.00459 -0.86024 1.01033
O -0.19588 -1.64584 1.92281
C 1.02095 0.19235 1.01246
C 1.73871 1.15651 0.93606
H -1.20375 -0.19213 -2.04450
H 0.35661 0.38937 -1.42082
H -1.16375 1.11921 -0.82894
H -1.46122 -1.54646 -0.17606
H 2.33615 2.04134 0.88267

Atoms 1-6, force components in eV/Å:
C -0.1 0.0 -0.1
N -0.1 -0.3 0.1
C -0.2 -0.1 0.1
O 0.3 0.4 -0.4
C 0.3 0.6 0.1
C -0.4 -0.4 0.1

The calculation puts the HOMO-LUMO gap at 10.766 eV. As for the structure (SMILES): C#CC(=O)NC. The value obtained for the relative energy (zero: lowest compared OMol25 entry of this formula, charge and spin) is 41.2 kcal per mole.

Results of the natural (NBO) charge analysis, in e, for atoms 1 through 6: C -0.4172; N -0.5953; C 0.6036; O -0.5766; C -0.1218; C -0.1651

=====

The following is a quantum chemistry calculation of a cluster of 2 separate species, C4H5NO in total at a distorted geometry, from OMol25.

Positions of all 11 atoms, in Å:
C 2.09462 -1.10732 0.13348
C -0.95802 -0.46139 -0.64263
C 0.07382 -0.40869 0.42839
C -0.22109 0.87400 -0.28824
N 3.13688 -1.59864 0.13036
O -0.85540 1.94666 0.33765
H -0.82777 -1.04498 -1.57005
H -1.97274 -0.47919 -0.37826
H 0.10046 -0.70336 1.54537
H 0.52671 1.15358 -1.07043
H -1.09746 1.82934 1.37437

Atoms 1-6, force components in eV/Å:
C -3.8 0.9 0.3
C 1.5 0.3 -0.6
C 3.3 -0.9 1.3
C 0.6 -1.4 -0.3
N 0.1 0.1 -0.1
O -0.9 -0.3 3.0

The calculation puts the HOMO-LUMO gap at 9.905 eV. The value obtained for the relative energy (zero: lowest compared OMol25 entry of this formula, charge and spin) is 114.0 kcal per mole.

Results of the natural (NBO) charge analysis, in e, for atoms 1 through 6: C 0.1698; C -0.4995; C -0.0678; C 0.0550; N -0.4483; O -0.6975

=====

The following is a quantum chemistry calculation of a cluster of 2 separate species, C4H5NO in total, from OMol25.

Positions of all 11 atoms, in Å:
O 0.08734 1.30510 -2.33906
C 0.58986 1.19204 -1.24485
N 0.49959 -1.46920 -0.29494
C -0.39542 -1.70774 0.57189
C -0.11030 1.56135 -0.01524
C -0.66075 1.90522 1.00246
H 1.62093 0.83391 -1.10169
H 1.13179 -2.26466 -0.40260
H -1.13771 -0.93350 0.77917
H -0.47241 -2.63691 1.14589
H -1.15291 2.21439 1.89896

Atoms 1-6, force components in eV/Å:
O 0.3 0.0 0.6
C -0.2 0.1 -0.5
N -0.3 -0.2 0.4
C 0.2 0.1 -0.2
C -0.4 0.3 0.6
C 0.3 -0.2 -0.6

The calculation puts the HOMO-LUMO gap at 10.638 eV. As for the structure (SMILES): C#CC=O.C=N. The value obtained for the relative energy (zero: lowest compared OMol25 entry of this formula, charge and spin) is 78.3 kcal per mole.

Results of the natural (NBO) charge analysis, in e, for atoms 1 through 6: O -0.4909; C 0.3733; N -0.6105; C -0.0302; C -0.1026; C -0.1895

=====

The following is a quantum chemistry calculation of the molecule C4H5NO at a distorted geometry, from OMol25.

Positions of all 11 atoms, in Å:
C 1.48629 -0.85919 0.05343
C -0.83025 0.28707 0.05234
C -2.15357 0.26898 -0.03018
C 0.08604 1.46623 0.03027
H 2.05033 -0.73115 -0.98340
H 1.72858 -1.88614 0.23717
H 1.90836 -0.21000 0.97457
H -2.81057 1.04682 -0.13634
H -2.78501 -0.64893 0.09904
N 1.28017 2.07796 -0.10615
O 0.03962 -0.81165 -0.19074

Atoms 1-6, force components in eV/Å:
C 1.1 1.4 -0.5
C 3.3 0.4 -1.3
C 0.1 -3.3 0.9
C 10.6 5.3 -1.5
H -1.2 0.7 2.2
H -0.4 -0.7 0.6

The calculation puts the HOMO-LUMO gap at 9.670 eV. As for the structure (SMILES): C=C(C#N)OC. The value obtained for the relative energy (zero: lowest compared OMol25 entry of this formula, charge and spin) is 106.4 kcal per mole.

Results of the natural (NBO) charge analysis, in e, for atoms 1 through 6: C -0.2736; C 0.1994; C -0.4079; C 0.2288; H 0.2020; H 0.1995

=====

The following is a quantum chemistry calculation of the molecule C4H5NO at a distorted geometry, from OMol25.

Positions of all 11 atoms, in Å:
N -1.97925 1.23260 0.05065
C -0.85588 0.64948 0.07867
C -0.73290 -0.75365 -0.32587
C 0.53762 -1.11675 -0.31003
C 1.35044 -0.02775 0.31276
O 0.41305 1.12611 0.34049
H -1.99970 2.23129 0.22929
H -1.59078 -1.28808 -0.70501
H 0.94317 -1.97634 -0.82962
H 2.31853 0.06928 -0.21251
H 1.59570 -0.14618 1.37118

Atoms 1-6, force components in eV/Å:
N 0.4 0.2 0.1
C -0.2 -0.2 -0.2
C -0.1 -0.2 -0.3
C -0.1 -0.1 0.0
C -0.4 0.4 0.1
O 0.4 -0.4 -0.3

The calculation puts the HOMO-LUMO gap at 10.363 eV. As for the structure (SMILES): [H]/N=C1/C=CCO1. The value obtained for the relative energy (zero: lowest compared OMol25 entry of this formula, charge and spin) is 26.0 kcal per mole.

Results of the natural (NBO) charge analysis, in e, for atoms 1 through 6: N -0.6915; C 0.5207; C -0.2534; C -0.1908; C -0.1084; O -0.4971

=====

> What is the formula in the fifth record?

C4H5NO

=====

> Which of these has the lowest relative energy (zero: lowest compared OMol25 entry of this formula, charge and spin)?

number 10